# 1
The following is a DFT calculation (ωB97M-V/def2-TZVPD) of a structure of composition C52H42FN6O4PW.

Calculated total energy in Eh: -3144.49920
Energy above the lowest of the compared OMol25 structures with the same formula, charge and spin in kcal per mole: 0.0
E_LUMO (spin up / spin down) in eV: -0.4 / -0.4

```
107
Properties=species:S:1:pos:R:3:forces:R:3:lowdin_charge:R:1
W 0.023609 -0.122789 -0.282105 0.48 0.35 -0.52 1.476
C -3.532699 -0.456647 -6.335959 0.05 0.01 0.05 -0.048
C -2.459955 -0.237154 -5.300187 -0.03 -0.02 -0.06 -0.266
C -1.159590 -0.704700 -5.475468 0.02 -0.04 -0.01 -0.029
C -0.213206 -0.551523 -4.485558 0.06 -0.14 -0.01 -0.046
C -0.478866 0.094420 -3.269745 0.26 -0.06 0.14 -0.255
N 0.515948 0.164002 -2.258344 -0.01 -0.27 0.02 -0.076
C 1.790457 0.524391 -2.760305 -0.34 0.01 0.02 -0.214
C 1.866326 1.362541 -3.877150 0.00 0.12 -0.16 -0.023
C 3.045048 1.646760 -4.532848 -0.02 0.04 0.01 -0.032
C 4.246124 1.118907 -4.076588 0.03 -0.01 -0.05 -0.273
C 5.552686 1.364797 -4.785761 -0.04 0.01 0.04 -0.050
C 4.203335 0.397334 -2.898274 0.06 0.04 0.07 0.018
C 3.015742 0.127132 -2.221660 0.18 -0.02 0.27 -0.101
N 3.132913 -0.445011 -0.912715 -0.17 -0.01 -0.21 -0.019
C 4.278946 -0.887157 -0.345182 -0.01 0.00 -0.09 -0.041
C 4.118771 -0.874522 1.013978 0.05 -0.03 0.08 -0.010
C 2.819464 -0.410908 1.205797 0.00 0.05 -0.03 -0.119
N 2.217166 -0.166646 0.050302 0.22 -0.07 0.12 -0.062
C -1.769827 0.588094 -3.122439 -0.24 0.21 0.20 -0.134
C -2.740242 0.395632 -4.105513 -0.12 0.05 0.02 0.017
N -2.187999 1.312657 -1.960107 0.22 -0.10 -0.10 -0.035
C -3.106954 2.298577 -1.932560 -0.01 0.03 -0.06 -0.040
C -3.343446 2.621590 -0.620182 -0.03 -0.03 0.06 -0.016
C -2.504515 1.771989 0.103710 -0.02 0.11 0.05 -0.121
N -1.803176 0.990311 -0.702936 -0.34 0.09 -0.28 -0.087
H -3.097289 -0.729356 -7.296831 0.00 0.01 0.01 0.075
H -4.137891 0.439817 -6.479661 0.02 -0.01 0.01 0.078
H -4.204907 -1.262956 -6.035089 0.01 0.00 0.00 0.085
H -0.892542 -1.223948 -6.389399 0.00 0.02 0.02 0.116
H 0.780244 -0.954538 -4.637044 -0.01 0.01 0.00 0.129
H 0.943490 1.785584 -4.250125 0.04 0.00 -0.03 0.123
H 3.031604 2.295648 -5.401205 -0.01 -0.03 0.01 0.113
H 5.391719 1.902530 -5.719559 0.00 0.00 0.01 0.073
H 6.053747 0.424439 -5.022616 0.00 0.01 0.00 0.079
H 6.236158 1.956064 -4.172136 -0.03 -0.01 0.00 0.082
H 5.143223 0.074695 -2.471918 -0.03 0.04 0.01 0.107
H 5.132740 -1.168615 -0.933207 -0.04 0.00 -0.02 0.120
H 4.829613 -1.182712 1.761452 -0.04 0.03 -0.04 0.106
H 2.285124 -0.287448 2.128589 -0.03 -0.10 0.03 0.094
H -3.751045 0.736451 -3.911865 0.03 -0.01 0.01 0.121
H -3.508459 2.707144 -2.843485 0.01 -0.04 0.00 0.129
H -4.019425 3.364891 -0.235286 0.04 -0.01 -0.01 0.105
H -2.366760 1.717282 1.167918 0.02 -0.03 0.00 0.074
C -5.056391 -1.211218 3.254853 0.02 0.01 -0.02 -0.082
C -4.519611 0.059557 3.428022 0.02 0.01 0.01 -0.071
C -3.179276 0.288780 3.160209 0.01 -0.03 0.03 -0.113
C -2.355701 -0.747347 2.711941 0.01 0.18 0.07 -0.357
C -2.893574 -2.021001 2.576411 -0.02 -0.06 0.05 -0.091
C -4.239005 -2.252068 2.842192 0.04 0.02 -0.01 -0.069
P -0.621844 -0.372809 2.255326 -0.13 -0.40 0.12 1.050
C 0.030070 0.280131 3.838274 0.07 0.17 -0.13 -0.326
C -0.458966 -0.157817 5.070339 0.06 0.02 0.01 -0.084
C 0.073471 0.339641 6.251248 0.00 -0.01 -0.04 -0.071
C 1.093291 1.283859 6.218846 -0.04 -0.01 -0.02 -0.078
C 1.590103 1.719937 4.999824 -0.01 -0.02 -0.02 -0.068
C 1.058489 1.220201 3.817536 0.01 0.04 -0.03 -0.104
C 0.191834 -1.961698 1.992733 0.01 -0.09 0.05 -0.429
C 0.556661 -2.922868 2.929718 0.02 -0.13 -0.02 -0.080
C 1.313223 -4.008505 2.508552 -0.05 0.07 -0.01 -0.085
C 1.685561 -4.104959 1.167565 -0.02 -0.01 0.04 -0.076
C 1.310692 -3.138455 0.246022 0.05 -0.04 -0.08 -0.113
C 0.560798 -2.032565 0.644786 -0.06 0.22 0.12 -0.332
H -6.106823 -1.389015 3.449685 0.03 0.00 0.02 0.103
H -5.143101 0.873085 3.778822 0.02 -0.02 -0.02 0.107
H -2.765933 1.277597 3.331097 -0.01 0.05 -0.02 0.092
H -2.250277 -2.840396 2.284670 -0.03 0.01 -0.04 0.082
H -4.643907 -3.250058 2.726750 0.01 0.02 0.00 0.106
H -1.262459 -0.882751 5.109726 -0.02 0.01 -0.01 0.108
H -0.313935 -0.008148 7.200766 0.00 0.02 -0.02 0.105
H 1.490484 1.685935 7.142629 0.01 -0.03 -0.02 0.104
H 2.384603 2.455636 4.963631 -0.03 0.00 -0.01 0.108
H 1.442709 1.579798 2.869377 -0.05 -0.02 0.07 0.083
H 0.278250 -2.813607 3.973102 0.00 -0.02 -0.02 0.104
H 1.616562 -4.769552 3.216785 0.01 0.01 -0.02 0.097
H 2.276128 -4.952401 0.836792 -0.01 0.02 0.02 0.105
H 1.611263 -3.251319 -0.790675 0.00 0.01 0.02 0.108
F -0.382939 -6.990026 -2.382441 0.01 0.00 0.00 0.038
C -0.674443 -5.716572 -2.020328 0.02 -0.03 -0.04 -0.294
C -0.415594 -4.690697 -2.902109 0.00 0.13 -0.02 -0.009
C -0.721860 -3.388832 -2.519483 0.07 0.01 -0.06 -0.036
C -1.268408 -3.089193 -1.272743 -0.10 0.07 0.11 -0.296
C -1.590072 -1.676762 -0.853723 0.18 -0.15 0.00 -0.191
C -1.520358 -4.170458 -0.425334 -0.04 -0.07 0.04 -0.049
C -1.230908 -5.480142 -0.783271 -0.04 0.06 0.12 -0.010
H 0.014954 -4.908451 -3.871528 -0.02 0.00 0.01 0.115
H -0.528719 -2.584555 -3.215248 0.02 0.01 -0.01 0.086
H -2.267697 -1.742104 -0.001828 -0.07 0.08 0.09 0.040
H -2.167151 -1.226162 -1.659146 -0.04 -0.02 -0.04 0.043
H -1.943306 -3.987692 0.555672 0.00 0.01 -0.04 0.097
H -1.423231 -6.306429 -0.110217 0.00 0.02 -0.03 0.117
O 2.577552 2.603444 -0.266874 0.24 -0.08 -0.24 0.082
C 1.484685 2.680765 0.250382 -0.46 0.02 0.14 -0.568
O 0.433847 1.951543 -0.006644 0.21 -0.10 0.44 -0.214
C 1.253041 3.731691 1.323812 -0.07 -0.07 -0.03 -0.117
C 2.280477 4.595160 1.679606 0.09 0.05 0.02 0.003
C 2.107687 5.512118 2.709557 0.03 -0.02 -0.02 -0.049
C 0.908447 5.568003 3.402861 0.08 0.14 0.07 -0.002
C -0.101441 4.705033 3.027177 -0.20 -0.07 0.15 -0.132
C 0.047082 3.795354 2.003353 -0.09 -0.02 -0.11 0.042
N -1.382029 4.731592 3.775396 0.24 0.04 -0.20 -0.342
O -2.235404 3.922234 3.464251 -0.03 -0.05 0.01 0.060
O -1.504773 5.562288 4.649817 -0.04 -0.03 0.03 0.082
H 3.217184 4.526532 1.140528 -0.03 0.00 0.01 0.122
H 2.912020 6.183505 2.980617 -0.01 -0.02 -0.01 0.108
H 0.750778 6.261589 4.216130 0.00 -0.01 -0.02 0.119
H -0.758213 3.134575 1.733467 -0.05 -0.07 -0.01 0.100
```
Forces are in eV/Å.

---

# 2
The following is a DFT calculation (ωB97M-V/def2-TZVPD) of a structure of composition C15H10Co2NO6.

Calculated total energy in Eh: -3849.16407
Total charge: -1
Energy above the lowest of the compared OMol25 structures with the same formula, charge and spin in kcal per mole: 85.5
E_LUMO in eV: 2.4

```
34
Properties=species:S:1:pos:R:3:forces:R:3:lowdin_charge:R:1
O 0.618541 1.847112 3.859766 -0.06 0.20 0.37 0.075
C 0.625348 1.710679 2.716525 -0.07 -0.19 0.67 -0.257
Co 0.558118 1.727416 0.973162 -0.05 0.61 0.64 0.014
C -0.976425 2.515990 0.738463 -0.96 -0.74 -1.29 -0.186
O -2.009089 3.004289 0.534855 0.84 0.00 0.54 0.075
C 1.566086 3.067639 0.539514 0.66 0.69 -0.96 -0.245
O 2.183751 4.001347 0.257982 -0.12 0.05 0.23 0.067
C 0.070062 -0.028299 0.031989 -1.24 0.75 -0.90 -0.326
C -1.219172 -0.595773 0.489270 0.03 -0.59 -0.62 -0.203
C -1.655815 -0.589030 1.841091 0.29 0.10 -0.87 -0.037
C -2.948771 -1.022322 2.146250 1.52 0.32 0.08 -0.097
C -3.775169 -1.509402 1.139111 0.25 0.21 0.35 -0.126
C -3.322010 -1.598027 -0.172227 0.28 -0.06 0.29 -0.106
C -2.033601 -1.182087 -0.503476 -0.40 0.16 0.55 -0.031
C 0.810000 -0.108403 -1.130900 -2.11 0.50 -3.94 -0.205
C 0.690679 -0.470323 -2.620137 -0.24 -2.45 5.63 -0.301
Co 1.828807 -0.365053 0.372557 3.10 0.03 4.80 0.002
C 1.931111 -0.545537 2.282227 0.45 -1.41 0.38 -0.101
O 2.186733 -0.858735 3.365428 -0.58 0.88 -1.68 0.115
C 3.141072 0.887988 0.296278 2.02 1.09 -1.26 -0.157
O 4.106820 1.487201 0.038198 -1.58 -0.85 0.64 0.072
C 2.777117 -1.821648 0.146825 -0.10 -1.87 -2.25 -0.161
O 3.289450 -2.785558 -0.260471 -0.32 1.33 1.06 0.070
H -0.944169 -0.209131 2.603904 -0.82 -0.27 -0.58 0.095
H -3.206598 -0.961912 3.202222 -0.48 -0.21 -0.29 0.096
H -4.749025 -1.818405 1.448566 -0.66 -0.26 -0.24 0.078
H -3.952662 -2.015173 -0.939701 -0.22 -0.09 -0.11 0.085
H -1.686689 -1.309188 -1.538599 -0.06 0.26 0.66 0.090
H 1.440570 -1.346385 -2.653250 -1.12 0.66 -0.60 0.101
H -0.353480 -0.743399 -2.959692 0.88 0.09 0.36 0.083
N 1.162091 0.329968 -3.763488 1.16 0.57 -3.19 0.050
H 1.052297 -0.440107 -4.463768 0.55 0.71 -0.24 0.115
H 2.155195 0.637985 -3.812471 -0.30 -0.36 0.76 0.134
H 0.638836 1.106278 -4.206004 -0.54 0.14 1.03 0.122
```
Forces are in eV/Å.

---

# 3
The following is a DFT calculation (ωB97M-V/def2-TZVPD) of a cluster of 2 separate species, C8H21NS2 in total.

SMILES: CC(C)(N)CS.CC(C)(C)S
Calculated total energy in Eh: -1168.51010
E_LUMO in eV: 0.7

```
32
Properties=species:S:1:pos:R:3:forces:R:3:lowdin_charge:R:1
C 2.079871 0.845617 -2.178052 0.07 -0.02 -0.66 -0.065
C 2.115507 -0.640935 -1.833832 -0.26 0.13 -0.14 -0.701
C 2.037737 -1.500929 -3.109225 0.33 0.10 -0.06 -0.070
N 3.339415 -0.892249 -1.046959 -0.10 0.42 -0.58 0.058
C 0.953788 -1.002947 -0.881085 0.20 0.43 0.09 -0.500
S -0.739566 -0.773243 -1.501199 0.62 -0.44 -0.52 0.765
H 2.931782 1.144292 -2.816337 -0.33 -0.28 0.12 0.089
H 1.150591 1.114679 -2.698002 0.27 -0.13 0.03 0.072
H 2.148785 1.443003 -1.288509 -0.02 0.26 0.60 0.072
H 2.938934 -1.369138 -3.741269 -0.42 0.10 0.33 0.085
H 1.150094 -1.248988 -3.709601 0.27 -0.21 0.23 0.067
H 2.012864 -2.557758 -2.814061 -0.16 0.09 -0.19 0.079
H 3.426725 -1.886448 -0.923209 0.17 -0.45 0.16 0.065
H 4.131561 -0.609278 -1.624827 -0.05 -0.07 0.25 0.079
H 1.078698 -0.436436 0.052850 -0.06 -0.13 -0.27 0.062
H 1.029187 -2.057150 -0.631472 -0.04 -0.22 0.06 0.071
H -0.758506 0.552733 -1.375280 0.00 0.20 0.02 -0.138
C -2.720265 0.340758 0.897643 -2.57 0.68 2.16 -0.159
C -1.809317 0.827080 2.080771 0.22 -1.46 -0.95 -0.929
C -2.682395 1.441130 3.147640 0.21 0.05 1.52 -0.135
C -1.109857 -0.453179 2.647150 1.12 1.28 1.39 -0.111
S -0.551275 1.920207 1.339097 -1.76 2.04 0.47 0.725
H -3.402330 -0.524966 1.175436 0.84 0.86 0.10 0.103
H -3.445901 1.153827 0.600370 0.94 -0.60 0.12 0.098
H -2.153791 0.010798 0.095271 0.77 -0.31 -1.18 -0.093
H -3.350139 0.632223 3.397062 -0.70 -0.22 0.16 0.072
H -3.298150 2.313655 2.900708 0.34 -0.17 -0.44 0.080
H -2.194195 1.654154 4.130217 0.15 0.02 -0.94 0.096
H -0.382874 -0.339069 3.540027 -1.64 0.37 -1.00 0.115
H -0.472103 -0.987660 1.984213 0.28 -0.16 -1.31 0.043
H -1.920527 -1.104623 2.865888 -0.51 -0.79 0.68 0.061
H -1.534347 2.990839 1.318577 1.82 -1.36 -0.24 -0.053
```
Forces are in eV/Å.

---

# 4
The following is a DFT calculation (ωB97M-V/def2-TZVPD) of a cluster of 2 separate species, C12H19N2O in total.

Calculated total energy in Eh: -653.05005
Total charge: +1
Energy above the lowest of the compared OMol25 structures with the same formula, charge and spin in kcal per mole: 67.9
E_LUMO in eV: -3.8

```
34
Properties=species:S:1:pos:R:3:forces:R:3:lowdin_charge:R:1
C 2.068474 3.264529 1.008617 -0.37 -1.63 2.55 -0.086
C 1.604080 3.067678 -0.330132 0.89 1.23 -0.29 -0.092
C 1.666184 2.543889 2.109365 -1.93 -0.13 -4.98 0.009
C 0.621746 2.228749 -0.554808 -0.71 -1.56 1.81 -0.050
C 0.501950 1.483523 1.908812 2.13 0.82 2.16 -0.134
C 0.024310 1.378892 0.540244 -0.15 0.06 -3.55 -0.186
C -2.852374 -0.843375 0.486472 1.12 -0.78 2.79 -0.130
C -2.626721 -0.502875 -0.952320 -2.91 -0.54 0.45 -0.196
C -0.897891 0.456179 0.182601 -0.97 0.70 0.72 -0.318
C 1.577172 -0.843763 -1.001078 0.07 1.70 -1.19 0.004
C 0.741860 -3.099639 -1.828428 0.96 -1.27 -0.84 -0.008
C 0.818295 -2.065972 -0.704895 0.54 -1.26 -3.25 -0.311
N 0.132182 -2.336264 0.324050 -1.83 1.69 1.89 0.245
N -1.596356 -0.295805 1.148269 -1.46 0.08 1.03 0.011
O -1.375951 0.073301 -1.082348 1.91 0.73 0.52 -0.020
H 2.789552 4.029815 1.026257 0.93 0.81 0.92 0.088
H 2.121771 3.753706 -1.037347 -0.91 -0.95 0.00 0.131
H 1.945975 2.778520 3.062416 0.88 0.41 2.32 0.067
H 0.215982 2.050830 -1.485316 -0.81 -0.11 -2.04 0.087
H -0.287939 1.736800 2.594691 -0.67 0.59 0.40 0.107
H -3.784875 -0.422755 0.955478 0.99 -0.41 -0.57 0.143
H -2.804816 -1.942025 0.678375 -0.53 0.73 -0.15 0.111
H -2.817818 -1.490945 -1.429264 0.70 1.18 -0.91 0.142
H -3.431455 0.226684 -1.131776 0.43 -0.21 -1.04 0.139
H 2.357407 -1.055902 -1.765592 0.09 0.02 1.22 0.120
H 1.775647 -0.168115 -0.160982 0.84 -0.83 0.12 0.098
H 1.033824 -0.020525 -1.585960 -0.31 -1.72 0.43 0.124
H 0.369659 -4.160511 -1.612841 -0.16 1.85 0.25 0.118
H 0.184521 -2.611684 -2.646257 -0.16 -0.31 0.32 0.108
H 1.711871 -3.371523 -2.337115 -0.54 0.89 0.85 0.111
H 0.821960 0.531150 2.381010 0.14 0.02 -0.58 0.122
H -0.603910 -3.039433 0.232876 0.75 -0.23 0.29 0.152
H -1.846665 0.198849 2.040682 0.72 -0.42 -1.33 0.159
H -0.157640 -1.531979 0.966251 0.33 -1.12 -0.32 0.136
```
Forces are in eV/Å.

---

- Which of these has the lowest calculated total energy?
  C15H10Co2NO6

---

- The highest calculated total energy belongs to which entry?
  C12H19N2O